*one*
A single C3H8S2 molecule. Source: OMol25; level of theory: wB97M-V/def2-TZVPD.

* LUMO: 0.86 eV
* HOMO level: -9.09 eV
* frontier orbital gap: 9.95 eV
* SMILES: SCCCS

The geometry in ORCA input format:
```
! wB97M-V def2-TZVPD RIJCOSX def2/J DEFGRID3
* xyz 0 1
S 2.85 -0.20 -0.10
C 1.23 0.55 0.27
C -0.01 -0.17 -0.19
C -1.26 0.64 -0.06
S -2.84 -0.24 -0.03
H 2.85 -1.25 0.75
H 1.32 1.54 -0.13
H 1.10 0.76 1.35
H 0.15 -0.44 -1.23
H -0.03 -1.16 0.31
H -1.39 1.32 -0.90
H -1.20 1.26 0.78
H -2.64 -1.07 1.06
*
```

***

*two*
3 unconnected molecules or ions with the total composition C3H8S2. Source: OMol25; level of theory: wB97M-V/def2-TZVPD.

* LUMO: -2.82 eV
* HOMO level: -7.74 eV
* frontier orbital gap: 4.92 eV

The geometry in ORCA input format:
```
! wB97M-V def2-TZVPD RIJCOSX def2/J DEFGRID3
* xyz 0 1
C 1.40 -1.73 -0.50
C 2.45 -0.72 -0.32
C -4.86 0.76 -0.15
S -5.67 1.42 1.18
S 2.94 1.77 0.81
H 1.59 -2.67 0.03
H 0.40 -1.45 -0.84
H 3.26 -0.88 0.38
H 3.04 -0.39 -1.19
H 1.87 0.10 0.15
H -4.51 -0.25 0.08
H -4.70 1.25 -1.17
H 2.78 2.81 1.55
*
```

***

Which is most stable, and by how much? *one*, by 6.211 eV.

***

*one*
2 unconnected molecules or ions with the total composition C4H8O2P. Source: OMol25; level of theory: wB97M-V/def2-TZVPD.

* LUMO: 3.45 eV
* HOMO level: -1.54 eV
* frontier orbital gap: 5.00 eV

The geometry in ORCA input format:
```
! wB97M-V def2-TZVPD RIJCOSX def2/J DEFGRID3
* xyz -1 1
C -3.46 0.16 -0.39
C 2.10 -0.57 0.21
C 0.57 1.48 -0.26
C 0.76 0.10 0.47
O -3.38 -0.29 -1.44
O -3.77 0.64 0.66
P -0.67 -0.85 0.60
H 2.17 -0.71 -0.94
H 2.96 0.01 0.64
H 2.33 -1.53 0.89
H 0.76 1.45 -1.34
H -0.50 1.65 -0.09
H 1.22 2.10 0.16
H 0.12 -1.76 1.21
H -1.20 -1.86 -0.38
*
```

***

*two*
A molecular structure, C4H8O2P. Source: OMol25; level of theory: wB97M-V/def2-TZVPD.

* LUMO: 3.90 eV
* HOMO level: -3.91 eV
* frontier orbital gap: 7.80 eV

The geometry in ORCA input format:
```
! wB97M-V def2-TZVPD RIJCOSX def2/J DEFGRID3
* xyz -1 1
C 1.37 0.47 0.71
C -0.28 0.73 -1.26
C 0.20 -1.55 -0.29
C 0.12 -0.06 -0.04
O 1.12 0.75 1.92
O 2.44 0.56 0.12
P -1.07 0.27 1.82
H -1.26 0.43 -1.62
H -0.29 1.80 -1.04
H 0.45 0.56 -2.05
H 1.09 -1.78 -0.89
H 0.29 -2.08 0.66
H -0.69 -1.92 -0.81
H -2.34 0.15 1.12
H -1.15 1.65 1.65
*
```

***

*three*
A gas-phase ion, C4H8O2P (charge -1). Source: OMol25; level of theory: wB97M-V/def2-TZVPD.

* LUMO: 4.03 eV
* HOMO level: -2.80 eV
* frontier orbital gap: 6.83 eV
* SMILES: [O-][P@@]1(O)=CCCC1

The geometry in ORCA input format:
```
! wB97M-V def2-TZVPD RIJCOSX def2/J DEFGRID3
* xyz -1 1
O -3.32 -0.26 -0.17
P -1.87 0.06 -0.53
O -1.71 -0.53 -2.13
C -0.98 1.36 0.32
C 0.57 1.01 0.13
C 0.72 -0.52 0.10
C -0.67 -1.03 0.40
H -2.44 -0.93 -2.59
H -1.07 2.31 -0.20
H 1.06 1.52 -0.75
H 1.10 1.46 0.90
H 1.04 -0.66 -0.98
H 1.43 -0.82 0.89
H -0.92 -2.03 0.24
H -0.86 -0.58 1.40
*
```

***

Which is most stable, and by how much? *two*, by 0.459 eV.